Record 1
The following is a DFT calculation (ωB97M-V/def2-TZVPD) of 2 unconnected molecules or ions with the total composition C6H10OSi.

XYZ file:
```
18
Properties=species:S:1:pos:R:3:forces:R:3
C -2.8962 -1.1246 0.3307 -0.406 0.525 -2.523
C -2.4241 -0.4420 -0.8613 0.128 -1.130 -0.491
C -2.4704 -0.3444 1.3227 -0.036 -0.568 1.307
C -1.6193 0.5666 -0.4490 -0.650 0.143 -0.532
C 1.5730 -1.8854 -0.4278 1.418 -0.112 -3.757
C 0.8187 2.3596 0.1435 -1.621 -1.451 -1.916
O -1.6880 0.6500 0.9077 0.387 0.552 0.131
Si -0.2058 1.3494 -1.2238 2.072 0.187 0.742
H -3.4880 -2.0136 0.2254 -0.200 -0.053 0.761
H -2.5106 -0.7644 -1.9104 -0.060 0.117 0.783
H -2.5980 -0.3753 2.3726 -0.167 -0.168 0.739
H 1.2652 -2.6926 -1.0557 -0.945 -0.545 0.341
H 2.4419 -1.4728 -0.9163 0.202 0.620 0.479
H 1.3848 -1.7375 0.5515 -0.765 0.286 2.872
H 1.1506 3.1565 -0.4766 0.815 1.013 0.120
H 0.0723 2.6585 0.8497 -0.225 0.439 0.532
H 1.5834 1.7568 0.6052 0.291 -0.010 -0.070
H -0.2352 1.7576 -2.6607 -0.238 0.153 0.483
```
Positions in Å, forces in eV/Å.

Summary:
Calculated total energy   -16304.1490 eV
Multiplicity   1
Relative energy (zero: lowest compared OMol25 entry of this formula, charge and spin)   118.8 kcal per mole
Total charge   0
Lowest unoccupied orbital energy (spin up / spin down)   0.237 / -0.076 eV

Record 2
The following is a DFT calculation (ωB97M-V/def2-TZVPD) of 2 unconnected molecules or ions with the total composition C6H10S.

XYZ file:
```
17
Properties=species:S:1:pos:R:3:forces:R:3
C -1.6098 2.3406 0.5168 1.467 -1.588 4.680
C -1.0561 1.0606 0.7429 -4.116 1.262 -7.729
C 0.1646 0.8931 1.2332 -0.019 3.143 10.085
C 1.3304 0.4770 0.9618 5.134 -0.477 -2.961
C 1.6229 -0.0284 -0.4347 -2.561 -1.111 -1.287
C 0.5955 -1.2186 -0.4837 -1.531 1.865 1.023
S -1.1337 -0.4532 -0.5320 -0.713 1.075 0.361
H -2.0422 3.0641 -0.0709 -1.685 -0.614 -2.963
H -1.6948 3.0947 1.3592 1.660 -1.476 0.593
H 0.0131 1.3860 2.3693 1.145 -0.883 -2.212
H 2.2566 0.7358 1.4542 -0.479 -0.099 1.101
H 2.5599 -0.5335 -0.7074 0.259 1.037 0.557
H 1.2605 0.7803 -1.1848 1.044 -1.452 0.829
H 0.5363 -1.8387 -1.3658 0.405 -0.326 -0.107
H 0.6148 -1.7359 0.5025 0.306 -0.201 -1.098
H -2.6386 1.9892 -1.5642 -0.290 -1.338 0.330
H -2.5749 2.5830 -1.9334 -0.026 1.183 -1.203
```
Positions in Å, forces in eV/Å.

Summary:
Calculated total energy   -17212.6986 eV
SMILES string   C=C1C=CCCS1.[H][H]
Multiplicity   1
Relative energy (zero: lowest compared OMol25 entry of this formula, charge and spin)   159.7 kcal per mole
Total charge   0
Lowest unoccupied orbital energy (spin up / spin down)   0.167 / 0.167 eV

Record 3
The following is a DFT calculation (ωB97M-V/def2-TZVPD) of C6H10S in the gas phase.

XYZ file:
```
17
Properties=species:S:1:pos:R:3:forces:R:3
C -0.1408 -0.8193 2.6388 0.537 1.253 -2.426
C -0.0542 -0.2758 1.5614 -0.722 0.689 -1.474
C -0.2368 0.4588 0.2085 -1.604 -1.778 1.123
C 0.0082 1.9481 0.4267 1.073 -2.980 -1.217
S -2.2206 -0.0513 -0.2350 1.982 1.572 0.087
C 0.5707 -0.1340 -0.9438 -0.370 1.219 -0.197
C 0.2829 -1.6028 -1.0726 -1.351 0.878 -2.808
H 0.1451 -1.2287 3.5279 0.118 -0.931 1.891
H -0.2241 2.4956 -0.4179 -1.199 1.228 -1.621
H -0.5227 2.1454 1.2783 -0.810 1.526 2.152
H 1.0830 1.9962 0.4234 0.623 0.398 1.020
H -2.2789 -0.5255 0.9799 -0.499 -0.424 0.732
H 1.6664 0.0034 -0.6046 -1.430 0.252 -1.288
H 0.1266 0.4907 -1.8751 1.888 -1.383 1.764
H -0.7526 -1.7662 -1.4001 0.162 0.084 0.671
H 0.7879 -2.0873 -1.8659 1.240 -0.244 -0.866
H 0.4978 -2.1118 -0.2152 0.363 -1.358 2.457
```
Positions in Å, forces in eV/Å.

Summary:
Calculated total energy   -17215.8794 eV
SMILES string   C#C[C@](C)(S)CC
Multiplicity   1
Relative energy (zero: lowest compared OMol25 entry of this formula, charge and spin)   86.3 kcal per mole
Total charge   0
Lowest unoccupied orbital energy   0.672 eV

Record 4
The following is a DFT calculation (ωB97M-V/def2-TZVPD) of C6H10S2 in the gas phase.

XYZ file:
```
18
Properties=species:S:1:pos:R:3:forces:R:3
C -0.5016 2.0087 -0.3450 -0.618 -0.059 1.056
C -0.1752 0.8739 0.6850 2.316 1.271 -1.571
C 0.1116 -0.4253 -0.0858 0.801 -1.486 2.812
C 0.5156 -1.4792 0.9501 0.381 -2.837 0.398
C 1.1962 -0.0583 -0.9302 1.678 -0.863 -0.680
S 2.7007 -0.5382 -0.6729 0.631 0.359 -0.718
C -0.9889 -1.1671 -0.7654 -1.330 1.433 0.194
S -2.5388 -0.7650 -0.6230 -0.249 -0.229 -0.162
H 0.4273 2.4076 -0.9366 -1.942 -0.784 1.230
H -1.3357 1.5490 -1.0094 1.323 1.667 0.907
H -0.8309 2.7558 0.4446 -0.160 -0.004 -1.942
H -0.9325 0.6482 1.3920 -0.953 0.331 0.611
H 0.7783 1.2870 1.2240 -1.577 -1.444 -0.658
H 1.3931 -1.3496 1.6905 -1.684 0.148 -1.429
H -0.4301 -1.7056 1.3729 -0.889 0.548 2.061
H 0.5092 -2.5599 0.5399 1.319 1.561 -0.152
H 0.8362 0.5952 -1.6685 0.450 0.848 -1.510
H -0.7346 -2.0773 -1.2623 0.504 -0.460 -0.448
```
Positions in Å, forces in eV/Å.

Summary:
Calculated total energy   -28051.4293 eV
SMILES string   CCC(C)(C=S)C=S
Multiplicity   1
Relative energy (zero: lowest compared OMol25 entry of this formula, charge and spin)   67.1 kcal per mole
Total charge   0
Lowest unoccupied orbital energy   -0.731 eV

Record 5
The following is a DFT calculation (ωB97M-V/def2-TZVPD) of 2 unconnected molecules or ions with the total composition C6H11Br.

XYZ file:
```
18
Properties=species:S:1:pos:R:3:forces:R:3
C 1.2798 1.3786 0.0384 1.535 -1.453 -0.710
C 1.3487 0.1563 -0.4303 -1.816 0.736 1.000
C 2.3915 2.3715 0.1870 1.059 -0.180 -0.966
C -1.6325 -1.5993 -1.1670 0.645 -0.788 -2.042
C -1.2328 -1.2645 1.2238 1.357 -2.285 0.468
C -1.2246 -0.6297 -0.1055 0.398 1.166 -0.260
Br -2.0169 1.1957 -0.0420 0.101 -1.315 -0.414
H 0.3281 1.7625 0.2328 -1.589 0.612 0.338
H 1.5354 -0.8516 -0.6803 0.537 -0.277 -0.257
H 2.5041 2.8329 -0.8346 0.086 -0.032 1.131
H 2.2087 3.1356 0.9491 -0.119 -0.156 -0.268
H 3.3345 1.8431 0.4231 -0.354 0.420 -0.144
H -1.3236 -1.3479 -2.2391 -0.610 0.042 1.468
H -1.1232 -2.5989 -0.9634 -0.468 1.336 -0.201
H -2.7143 -1.8443 -1.1536 0.339 0.342 -0.010
H -0.3154 -1.0414 1.8520 -1.204 -0.074 -0.580
H -1.1945 -2.3933 0.9239 0.039 1.789 1.336
H -2.1530 -1.1054 1.7857 0.063 0.118 0.112
```
Positions in Å, forces in eV/Å.

Summary:
Calculated total energy   -76437.7164 eV
Multiplicity   1
Relative energy (zero: lowest compared OMol25 entry of this formula, charge and spin)   104.8 kcal per mole
Total charge   0
Lowest unoccupied orbital energy (spin up / spin down)   0.495 / 0.208 eV

Record 6
The following is a DFT calculation (ωB97M-V/def2-TZVPD) of a molecular structure, C6H11Cl2O2Si.

XYZ file:
```
22
Properties=species:S:1:pos:R:3:forces:R:3
C -2.1777 -0.7911 1.0064 2.388 0.823 -0.034
C -2.2502 1.6662 0.2317 2.805 -0.471 -0.615
C -0.1401 0.2212 -1.9089 -0.838 -0.283 -4.941
C 1.8760 -0.4398 2.0084 -0.524 0.679 0.023
C -1.3392 0.4881 0.7122 -0.115 0.218 -2.328
C -0.0219 -0.1836 -0.5522 -0.738 0.671 4.898
O -1.3660 -1.6342 1.4564 -0.824 -1.505 0.530
O -3.3808 -0.7831 0.7729 -0.851 -0.525 0.056
Si 1.7295 0.0375 0.1300 -1.125 0.772 1.635
Cl 3.1876 -1.0931 -0.8024 0.087 -0.147 -0.310
Cl 2.2363 2.0471 -0.3432 0.051 -0.466 0.295
H -3.2672 1.4773 0.4326 -1.088 -0.501 0.360
H -1.9420 2.6082 0.6957 0.025 0.047 -0.333
H -2.1113 1.6783 -0.8562 -0.287 0.603 0.048
H 0.2525 1.2090 -2.2417 -0.030 -0.590 0.581
H 0.3597 -0.5900 -2.5759 -0.446 1.362 0.835
H -1.1922 0.1901 -2.3134 0.665 0.070 0.597
H 0.8243 -0.4568 2.3833 0.549 -0.465 -0.541
H 2.2460 -1.4923 1.8883 -0.158 0.920 0.799
H 2.3780 0.2112 2.8165 -0.042 -1.105 -1.741
H -0.8139 0.7313 1.6162 0.454 0.142 0.255
H -0.2903 -1.2185 -0.3803 0.044 -0.250 -0.068
```
Positions in Å, forces in eV/Å.

Summary:
Calculated total energy   -43421.6635 eV
Multiplicity   1
Relative energy (zero: lowest compared OMol25 entry of this formula, charge and spin)   15.0 kcal per mole
Total charge   -1
Lowest unoccupied orbital energy   2.955 eV